# C45H96F5N13O16P

12 unconnected molecules or ions with the total composition C45H96F5N13O16P (ωB97M-V with the def2-TZVPD basis set, OMol25).

* molar mass: 1201.3 g mol⁻¹
* lowest unoccupied orbital energy: -3.834 eV
* 2S+1: 1
* max |F|: 3.9 eV/A
* total charge: +1
* frontier orbital gap: 6.12 eV
* calculated total energy: -123224.8105 eV

CARTESIAN COORDINATES (ANGSTROEM)
C1 -0.56 -6.22 -5.60
C2 -0.24 -4.77 -5.46
O1 -1.02 -3.86 -5.48
O2 1.12 -4.51 -5.25
C3 1.34 -4.04 -3.93
C4 2.81 -4.06 -3.60
N1 3.39 -5.40 -3.21
C5 2.60 -6.05 -2.10
C6 2.26 -5.11 -0.94
O3 1.49 -5.97 -0.09
C7 0.33 -5.38 0.43
C8 -0.88 -5.68 -0.46
F1 -1.33 -4.62 -1.11
F2 -1.88 -6.17 0.27
F3 -0.60 -6.63 -1.35
N2 3.37 -6.22 -4.43
C9 4.52 -6.04 -5.28
O4 4.53 -5.27 -6.21
F4 5.57 -6.79 -5.02
C10 3.15 -7.63 -4.20
O5 3.85 -8.40 -3.63
F5 2.00 -8.01 -4.72
P1 5.04 -5.01 -2.48
C11 6.03 -6.47 -2.04
C12 5.94 -3.66 -3.31
H1 0.17 -6.64 -6.28
H2 -0.39 -6.67 -4.63
H3 -1.57 -6.36 -5.94
H4 1.07 -2.98 -3.93
H5 0.68 -4.50 -3.20
H6 3.32 -3.70 -4.48
H7 3.03 -3.33 -2.83
H8 1.63 -6.37 -2.48
H9 3.15 -6.86 -1.66
H10 1.62 -4.29 -1.23
H11 3.12 -4.79 -0.38
H12 0.14 -5.87 1.38
H13 0.44 -4.32 0.63
H14 5.40 -7.27 -1.69
H15 6.74 -6.82 -2.79
H16 6.63 -6.18 -1.18
H17 6.64 -3.27 -2.58
H18 6.52 -4.00 -4.16
H19 5.32 -2.84 -3.65
C13 1.41 -0.57 -0.64
C14 2.12 -1.46 0.34
O6 2.00 -2.69 0.30
N3 2.88 -0.88 1.28
C15 3.14 0.54 1.49
H20 0.84 -1.18 -1.33
H21 0.73 0.11 -0.13
H22 2.14 0.01 -1.22
H23 3.31 -1.53 1.91
H24 4.21 0.72 1.41
H25 2.81 0.82 2.48
H26 2.62 1.15 0.75
C16 -1.13 -11.08 3.03
C17 -1.56 -9.64 2.88
O7 -1.55 -8.85 3.81
N4 -1.96 -9.23 1.64
C18 -2.04 -10.01 0.42
H27 -0.84 -11.24 4.06
H28 -1.96 -11.75 2.79
H29 -0.28 -11.29 2.39
H30 -2.23 -8.26 1.61
H31 -1.40 -9.55 -0.34
H32 -3.07 -10.01 0.05
H33 -1.72 -11.03 0.58
C19 -3.22 -3.34 -3.49
C20 -4.27 -2.53 -2.76
O8 -4.05 -1.39 -2.38
N5 -5.47 -3.11 -2.55
C21 -5.91 -4.44 -2.93
H34 -2.32 -2.74 -3.59
H35 -2.98 -4.24 -2.93
H36 -3.56 -3.61 -4.49
H37 -6.13 -2.52 -2.06
H38 -6.78 -4.37 -3.59
H39 -6.20 -5.00 -2.04
H40 -5.13 -4.98 -3.45
C22 8.20 -9.62 -4.37
C23 8.59 -9.18 -2.98
O9 8.01 -8.26 -2.41
N6 9.59 -9.84 -2.37
C24 10.39 -10.94 -2.89
H41 7.38 -9.00 -4.72
H42 9.04 -9.50 -5.06
H43 7.88 -10.66 -4.37
H44 9.80 -9.50 -1.45
H45 10.28 -11.81 -2.23
H46 11.44 -10.65 -2.91
H47 10.08 -11.22 -3.89
C25 6.29 0.67 5.61
C26 5.24 -0.04 4.79
O10 4.31 0.56 4.26
N7 5.36 -1.39 4.65
C27 6.39 -2.26 5.20
H48 6.05 1.73 5.62
H49 6.29 0.30 6.63
H50 7.27 0.54 5.16
H51 4.63 -1.81 4.11
H52 6.90 -2.77 4.39
H53 5.93 -3.00 5.85
H54 7.12 -1.69 5.78
C28 -3.58 4.53 -1.19
C29 -4.76 3.97 -1.94
O11 -5.65 4.69 -2.38
N8 -4.81 2.63 -2.14
C30 -3.86 1.62 -1.70
H55 -3.68 5.60 -1.11
H56 -3.54 4.11 -0.18
H57 -2.65 4.30 -1.71
H58 -5.62 2.33 -2.65
H59 -3.47 1.09 -2.57
H60 -4.36 0.90 -1.06
H61 -3.03 2.07 -1.16
C31 -5.33 8.04 -1.67
C32 -5.63 9.49 -1.95
O12 -5.52 10.36 -1.11
N9 -6.05 9.80 -3.21
C33 -6.24 8.91 -4.34
H62 -5.01 7.94 -0.64
H63 -6.21 7.42 -1.83
H64 -4.52 7.69 -2.32
H65 -6.24 10.78 -3.34
H66 -5.60 9.21 -5.16
H67 -7.28 8.96 -4.67
H68 -6.00 7.88 -4.07
C34 -0.59 6.27 0.50
C35 -1.38 5.72 1.66
O13 -2.17 4.79 1.53
N10 -1.18 6.29 2.87
C36 -0.29 7.39 3.22
H69 -0.86 5.71 -0.40
H70 -0.83 7.32 0.34
H71 0.48 6.15 0.67
H72 -1.74 5.88 3.60
H73 0.42 7.06 3.97
H74 -0.87 8.21 3.63
H75 0.25 7.75 2.35
C37 -1.61 9.46 6.26
C38 -0.21 9.99 6.04
O14 0.43 9.75 5.01
N11 0.33 10.74 7.02
C39 -0.26 11.14 8.29
H76 -1.91 8.88 5.40
H77 -1.64 8.82 7.15
H78 -2.31 10.29 6.39
H79 1.26 11.07 6.81
H80 -0.30 12.22 8.33
H81 0.36 10.77 9.11
H82 -1.26 10.73 8.40
C40 -1.85 13.59 4.70
C41 -0.64 13.94 5.53
O15 -0.66 13.95 6.75
N12 0.51 14.25 4.86
C42 0.73 14.29 3.43
H83 -2.67 13.36 5.37
H84 -2.13 14.42 4.06
H85 -1.64 12.70 4.09
H86 1.28 14.48 5.47
H87 1.52 13.58 3.16
H88 1.04 15.29 3.13
H89 -0.17 14.02 2.88
C43 -7.76 1.14 1.68
C44 -9.19 1.28 1.21
O16 -10.10 0.67 1.73
N13 -9.42 2.11 0.16
C45 -8.45 2.90 -0.59
H90 -7.73 0.45 2.52
H91 -7.13 0.75 0.88
H92 -7.37 2.11 2.01
H93 -10.39 2.16 -0.11
H94 -8.72 3.96 -0.52
H95 -8.49 2.60 -1.64
H96 -7.45 2.77 -0.21

Mulliken population analysis, charges in e, atoms 1 to 2: C -0.894; C 0.676